A | The following is a DFT calculation (ωB97M-V/def2-TZVPD) of a 13-piece molecular cluster, C52H143N13O13 overall.

Calculated values
Net charge: 0
Frontier orbital gap: 9.03 eV
LUMO level: 0.23 eV
HOMO: -8.79 eV

Last column: Mulliken charge in e.
Element x y z (Å)
C: -20.0705 -3.4978 -20.7549  -1.585
C: -19.9915 -3.6761 -19.2585  0.566
C: -19.6052 -5.0708 -18.7197  -0.215
O: -20.3562 -6.0942 -19.3934  -0.386
C: -20.4998 -7.2370 -18.5224  -0.673
N: -19.2231 -2.6903 -18.5887  -0.199
H: -20.3841 -2.5149 -21.1065  0.489
H: -20.8126 -4.1890 -21.1546  0.534
H: -19.2730 -3.7692 -21.4466  0.128
H: -21.0361 -3.6444 -18.9488  0.104
H: -19.7664 -5.1551 -17.6450  0.149
H: -18.5672 -5.3470 -18.9052  0.215
H: -20.8399 -6.9235 -17.5354  0.286
H: -19.5250 -7.7237 -18.4918  0.261
H: -21.1690 -8.0089 -18.9023  0.293
H: -18.2350 -2.8802 -18.6769  -0.088
H: -19.4090 -1.8702 -19.1481  0.256
C: -15.0680 -9.1046 -16.1108  -0.693
C: -13.8191 -9.7817 -15.5072  0.381
C: -12.5599 -8.8646 -15.5942  -0.851
O: -12.4097 -8.5904 -16.9602  -0.328
C: -11.3325 -7.6555 -17.1115  -0.571
N: -14.0992 -10.1288 -14.1144  -0.788
H: -14.9057 -8.9472 -17.1771  -0.083
H: -15.1575 -8.2205 -15.4796  0.203
H: -15.9511 -9.7335 -15.9980  0.365
H: -13.5707 -10.7173 -16.0083  0.438
H: -11.6592 -9.3785 -15.2582  0.393
H: -12.6107 -8.0115 -14.9176  0.192
H: -11.5037 -7.0340 -17.9905  -0.072
H: -10.3316 -8.0854 -17.0733  0.299
H: -11.3591 -6.8575 -16.3695  0.323
H: -14.7128 -9.4577 -13.6749  0.248
H: -14.6381 -10.9740 -14.2380  0.341
C: -17.9204 -5.5620 -14.7596  -1.456
C: -18.7503 -6.4457 -13.8290  0.973
C: -18.0031 -6.8497 -12.5715  -1.268
O: -16.9129 -7.7658 -13.0165  -0.244
C: -17.2766 -9.1296 -12.6802  -0.875
N: -19.9733 -5.7490 -13.4384  -0.773
H: -18.1775 -5.6769 -15.8126  0.247
H: -16.8712 -5.8416 -14.8550  0.331
H: -17.8184 -4.5058 -14.5104  0.430
H: -18.9226 -7.4084 -14.3104  0.184
H: -18.6311 -7.3062 -11.8065  0.451
H: -17.5645 -6.0015 -12.0458  0.417
H: -16.7922 -9.8576 -13.3310  0.208
H: -18.3535 -9.2888 -12.7352  0.450
H: -16.9168 -9.3245 -11.6699  0.290
H: -20.1611 -5.1756 -14.2484  0.300
H: -19.7860 -5.0151 -12.7702  0.277
C: -12.6769 -7.6940 -20.6473  -1.204
C: -13.5604 -8.8961 -20.1801  1.252
C: -13.8695 -9.7450 -21.3960  -0.994
O: -14.6135 -8.9362 -22.2721  -0.164
C: -14.8866 -9.6560 -23.5183  -0.892
N: -12.8950 -9.6794 -19.2004  -0.742
H: -11.6472 -8.0272 -20.7763  0.385
H: -12.7994 -6.8224 -20.0044  -0.159
H: -13.0002 -7.2733 -21.5995  0.331
H: -14.4567 -8.5447 -19.6691  0.088
H: -14.4333 -10.6463 -21.1554  0.429
H: -12.9588 -10.1429 -21.8437  0.353
H: -15.6351 -10.4415 -23.4143  0.341
H: -14.1027 -10.1374 -24.1030  0.380
H: -15.3042 -8.9247 -24.2103  0.213
H: -13.5142 -10.2627 -18.6559  0.371
H: -12.6532 -9.0240 -18.4710  0.243
C: -16.7153 -0.5901 -20.3930  -0.674
C: -16.9780 -0.4744 -21.9485  0.126
C: -15.9810 -1.1569 -22.8921  -0.239
O: -14.6130 -0.6564 -22.6291  -0.380
C: -13.8364 -0.7623 -23.7612  -0.649
N: -18.3156 -1.0292 -22.1418  -0.627
H: -17.4791 -0.2106 -19.7143  0.418
H: -15.7598 -0.1373 -20.1282  0.196
H: -16.5800 -1.6520 -20.1875  -0.121
H: -16.9496 0.5807 -22.2208  0.271
H: -16.2135 -1.0667 -23.9532  0.430
H: -15.7994 -2.1934 -22.6078  -0.019
H: -14.0447 -0.0106 -24.5226  0.324
H: -13.9322 -1.7460 -24.2209  0.132
H: -12.7721 -0.6371 -23.5622  0.236
H: -18.8892 -0.6561 -21.3989  0.351
H: -18.3450 -2.0367 -22.0774  0.091
C: -7.5865 -3.3642 -15.6996  -1.080
C: -6.7787 -3.8540 -16.8863  0.040
C: -7.1264 -5.2728 -17.5370  -0.453
O: -6.1409 -5.8132 -18.5073  -0.336
C: -4.8947 -6.2485 -17.9565  -0.753
N: -6.9230 -2.7406 -17.7952  -0.282
H: -7.9104 -4.1091 -14.9727  0.491
H: -8.5946 -3.0464 -15.9658  0.132
H: -6.9947 -2.5546 -15.2726  0.373
H: -5.7376 -3.9080 -16.5681  0.258
H: -8.1227 -5.1834 -17.9702  0.114
H: -7.1395 -6.0162 -16.7400  0.401
H: -4.4652 -5.6631 -17.1435  0.308
H: -4.1917 -6.4736 -18.7586  0.279
H: -5.0387 -7.2006 -17.4457  0.289
H: -7.8246 -2.8667 -18.2326  -0.165
H: -6.3613 -3.1091 -18.5493  0.328
C: -8.8494 -1.9971 -12.4668  -1.283
C: -10.3186 -2.4929 -12.1569  0.990
C: -10.6172 -3.8431 -12.7299  -0.835
O: -9.5900 -4.7829 -12.8788  -0.355
C: -10.0137 -6.0959 -12.4524  -0.861
N: -10.5725 -2.4655 -10.7296  -0.626
H: -8.6054 -1.0562 -11.9734  0.520
H: -8.6818 -1.7794 -13.5216  -0.031
H: -8.0733 -2.7132 -12.1967  0.360
H: -10.9908 -1.7977 -12.6598  0.037
H: -11.0075 -3.7711 -13.7451  0.178
H: -11.4678 -4.2886 -12.2141  0.563
H: -9.1865 -6.7853 -12.6215  0.268
H: -10.8233 -6.4015 -13.1151  0.255
H: -10.4250 -6.1198 -11.4432  0.390
H: -11.2573 -3.1973 -10.6046  0.235
H: -9.7463 -2.6056 -10.1657  0.255
C: -7.1113 2.2456 -15.3018  -1.522
C: -7.3671 0.7895 -15.7311  0.659
C: -8.2542 0.6696 -16.9803  -0.087
O: -9.5005 1.3216 -16.8051  -0.507
C: -10.6173 0.6844 -17.4843  -0.331
N: -6.1523 0.0194 -16.0767  -0.703
H: -8.0479 2.6332 -14.9011  0.320
H: -6.7188 2.8424 -16.1252  0.330
H: -6.3705 2.3615 -14.5107  0.425
H: -7.9529 0.2579 -14.9812  -0.046
H: -8.3575 -0.3942 -17.1944  0.022
H: -7.8273 1.0821 -17.8945  0.275
H: -11.4107 1.4316 -17.4681  0.308
H: -10.7792 -0.1744 -16.8328  0.230
H: -10.5486 0.3695 -18.5256  0.103
H: -6.2252 -0.8359 -16.6090  0.220
H: -5.7518 0.6302 -16.7742  0.346
C: -17.2375 -3.2089 -25.7517  -1.198
C: -15.7395 -3.2433 -26.0365  1.102
C: -15.1396 -4.5493 -25.4148  -1.068
O: -15.4416 -4.6384 -24.0032  -0.116
C: -14.6723 -5.5451 -23.3279  -1.142
N: -15.7980 -3.2619 -27.5054  -0.888
H: -17.9339 -4.0131 -25.9893  0.351
H: -17.6325 -2.2628 -26.1219  0.492
H: -17.2800 -3.1624 -24.6635  -0.018
H: -15.2197 -2.3092 -25.8233  -0.172
H: -14.1007 -4.7548 -25.6727  0.476
H: -15.6792 -5.3766 -25.8758  0.462
H: -15.0493 -5.8380 -22.3479  0.344
H: -13.6693 -5.2015 -23.0750  0.395
H: -14.4461 -6.4294 -23.9236  0.394
H: -16.3978 -3.9447 -27.9461  0.300
H: -16.3240 -2.4244 -27.7103  0.311
C: -8.7985 -0.5742 -21.2591  -1.164
C: -8.0933 -1.7852 -21.8919  0.792
C: -8.8212 -3.1102 -21.5221  -1.024
O: -9.2588 -3.0612 -20.1009  -0.068
C: -10.5477 -3.5669 -19.6643  -1.118
N: -8.1157 -1.7199 -23.2934  -0.784
H: -9.8835 -0.4948 -21.3266  0.188
H: -8.4657 0.4073 -21.5967  0.503
H: -8.6461 -0.4709 -20.1848  0.036
H: -7.0952 -1.6456 -21.4767  0.295
H: -8.1888 -3.9948 -21.5980  0.203
H: -9.7505 -3.1518 -22.0902  0.427
H: -10.4885 -4.6483 -19.7877  0.515
H: -11.2621 -3.2382 -20.4190  0.325
H: -10.9706 -3.2906 -18.6984  0.355
H: -7.8044 -2.5964 -23.6870  0.300
H: -9.0450 -1.8348 -23.6720  0.241
C: -18.3395 -0.1367 -16.3332  -1.309
C: -17.1131 -0.1104 -15.4096  0.544
C: -15.8733 0.5819 -16.1651  -0.900
O: -15.3539 -0.1148 -17.2855  -0.111
C: -13.9417 0.2948 -17.6719  -1.293
N: -17.6160 0.8215 -14.2845  -0.755
H: -18.6334 0.8777 -16.6032  0.361
H: -19.1237 -0.6855 -15.8117  0.402
H: -18.0221 -0.6107 -17.2620  0.000
H: -16.9064 -1.1245 -15.0677  0.254
H: -15.0864 0.6814 -15.4174  0.506
H: -16.1328 1.6323 -16.2965  0.339
H: -14.0508 1.2628 -18.1609  0.641
H: -13.5116 -0.3468 -18.4409  0.302
H: -13.3694 0.4893 -16.7648  0.388
H: -16.9497 0.6094 -13.5557  0.220
H: -17.3200 1.7186 -14.6418  0.367
C: -14.5120 -3.5311 -19.4084  -0.886
C: -15.2249 -3.8361 -18.0579  0.296
C: -14.2236 -3.8952 -16.8561  -1.020
O: -13.6030 -2.6501 -16.3181  0.239
C: -13.7640 -2.3140 -14.9690  -0.500
N: -16.2992 -2.9271 -17.9461  0.718
H: -13.7634 -4.2373 -19.7677  0.186
H: -13.9650 -2.5884 -19.3960  -0.153
H: -15.2421 -3.4405 -20.2126  0.218
H: -15.7482 -4.7877 -18.1515  0.652
H: -13.4319 -4.6422 -16.9146  0.632
H: -14.7805 -4.3466 -16.0350  0.110
H: -12.8797 -1.7931 -14.6020  0.081
H: -13.9879 -3.1630 -14.3231  0.394
H: -14.6510 -1.6868 -14.8794  -0.216
H: -16.7999 -2.8421 -17.0731  0.210
H: -15.7550 -2.0802 -17.8651  -0.985
C: -12.9140 1.3890 -8.9266  -1.494
C: -14.0637 1.1609 -9.8744  0.627
C: -14.0117 1.9451 -11.2567  -0.868
O: -15.0392 1.7890 -12.1211  -0.092
C: -16.1009 2.6664 -11.7087  -0.814
N: -14.2026 -0.2267 -10.1288  -0.656
H: -13.0584 0.7962 -8.0233  0.369
H: -12.9445 2.4434 -8.6521  0.380
H: -12.0028 1.1631 -9.4803  0.314
H: -14.9784 1.4493 -9.3564  0.205
H: -13.2052 1.4913 -11.8326  0.234
H: -13.7478 2.9956 -11.1341  0.407
H: -15.7450 3.6719 -11.9331  0.370
H: -16.4560 2.6039 -10.6801  0.296
H: -16.9266 2.5061 -12.4020  0.247
H: -13.4280 -0.7878 -10.4532  0.234
H: -14.8816 -0.4141 -10.8527  0.235

B | The following is a DFT calculation (ωB97M-V/def2-TZVPD) of a 13-piece molecular cluster, C52H143N13O13 overall.

Calculated values
Net charge: 0
Frontier orbital gap: 8.88 eV
LUMO level: 0.04 eV
HOMO: -8.84 eV

Last column: Mulliken charge in e.
Element x y z (Å)
C: 9.6235 -30.8519 25.4158  -1.433
C: 10.7742 -29.9631 24.9504  0.527
C: 11.0775 -28.8631 25.9683  -0.736
O: 12.1209 -28.0517 25.3675  -0.324
C: 12.7765 -27.1077 26.2927  -0.686
N: 11.7836 -31.0172 24.8362  -0.738
H: 9.1984 -31.5478 24.6925  0.411
H: 8.7553 -30.2128 25.5763  0.380
H: 9.7832 -31.4071 26.3401  0.353
H: 10.5650 -29.5638 23.9579  0.244
H: 11.5633 -29.2965 26.8425  0.370
H: 10.1686 -28.2949 26.1661  0.347
H: 13.3458 -27.6594 27.0408  0.278
H: 11.9182 -26.5815 26.7105  0.287
H: 13.4518 -26.3812 25.8408  0.247
H: 12.6541 -30.6148 24.5193  0.235
H: 11.3782 -31.5940 24.1129  0.237
C: 22.2247 -21.0467 23.6715  -1.432
C: 20.8729 -20.5599 23.0765  0.393
C: 19.7023 -20.5314 24.1571  -0.693
O: 18.5816 -20.1017 23.4617  -0.172
C: 17.4511 -20.9026 23.2137  -0.762
N: 21.0882 -19.2092 22.5408  -0.708
H: 22.6042 -20.3275 24.3973  0.297
H: 23.1219 -21.1293 23.0582  0.357
H: 22.1392 -21.9161 24.3234  0.367
H: 20.6578 -21.3081 22.3136  0.266
H: 19.9727 -19.7322 24.8473  0.261
H: 19.5004 -21.4550 24.6995  0.398
H: 17.3326 -21.7476 23.8920  0.329
H: 17.4466 -21.1880 22.1618  0.277
H: 16.5168 -20.3629 23.3683  0.234
H: 20.2582 -18.9760 22.0146  0.290
H: 21.0714 -18.6016 23.3474  0.291
C: 21.5878 -23.9804 30.1035  -1.468
C: 20.8879 -24.1628 31.4793  0.396
C: 20.0423 -22.9105 31.8745  -0.624
O: 21.0516 -21.9197 32.1562  -0.283
C: 20.5463 -20.8093 32.8680  -0.733
N: 20.1217 -25.3431 31.3438  -0.718
H: 21.8835 -24.9707 29.7572  0.461
H: 22.5638 -23.5259 30.2737  0.340
H: 20.9840 -23.6058 29.2769  0.352
H: 21.5678 -24.3486 32.3107  0.303
H: 19.3760 -23.0027 32.7322  0.396
H: 19.4421 -22.5990 31.0196  0.273
H: 19.7597 -20.3132 32.2993  0.278
H: 21.3956 -20.1506 33.0492  0.251
H: 20.1511 -21.0904 33.8441  0.298
H: 19.4767 -25.2166 32.1106  0.178
H: 19.5142 -25.1383 30.5634  0.303
C: 22.7586 -14.6052 28.6980  -1.213
C: 23.6999 -15.2805 27.6364  0.164
C: 24.9146 -15.9817 28.2613  -0.840
O: 24.4681 -16.7801 29.3215  -0.250
C: 25.5042 -17.3951 30.0779  -0.783
N: 22.8714 -16.2250 26.9878  -0.671
H: 22.1815 -15.3020 29.3057  0.307
H: 22.1720 -13.8705 28.1463  0.429
H: 23.4543 -14.0058 29.2853  0.290
H: 23.8552 -14.5216 26.8695  0.394
H: 25.6139 -15.1828 28.5080  0.404
H: 25.3942 -16.5439 27.4601  0.413
H: 25.1141 -17.8784 30.9737  0.236
H: 26.2380 -16.6793 30.4483  0.302
H: 25.8787 -18.1935 29.4372  0.309
H: 22.0112 -15.7775 26.7052  0.256
H: 22.5700 -16.8636 27.7099  0.257
C: 18.7089 -4.7383 24.8832  -1.369
C: 17.6711 -4.9120 25.9467  0.524
C: 17.9664 -6.1097 26.8775  -0.695
O: 17.7842 -7.1423 26.0904  -0.277
C: 18.0720 -8.4431 26.5785  -0.759
N: 17.3539 -3.7116 26.6567  -0.659
H: 19.6573 -4.4056 25.3051  0.305
H: 18.2969 -4.1229 24.0834  0.378
H: 18.8401 -5.7265 24.4425  0.339
H: 16.6647 -5.0749 25.5610  0.188
H: 17.1232 -6.0834 27.5679  0.366
H: 18.9348 -6.0908 27.3773  0.377
H: 17.7245 -9.1742 25.8485  0.259
H: 17.4104 -8.5919 27.4319  0.295
H: 19.0932 -8.6577 26.8934  0.288
H: 17.0692 -3.1051 25.9010  0.236
H: 18.0105 -3.2547 27.2733  0.204
C: 5.4613 -20.1641 31.7965  -1.369
C: 4.9375 -18.7889 31.3374  0.423
C: 5.8600 -17.5628 31.6897  -0.931
O: 7.1645 -17.8750 31.2346  -0.202
C: 7.9266 -16.7002 31.3877  -0.828
N: 4.6782 -18.8296 29.9622  -0.688
H: 6.3676 -20.4686 31.2730  0.297
H: 4.7419 -20.9496 31.5649  0.433
H: 5.6719 -20.1848 32.8658  0.319
H: 3.9646 -18.6663 31.8133  0.309
H: 5.9110 -17.3384 32.7551  0.423
H: 5.4559 -16.7000 31.1601  0.444
H: 8.9065 -16.9780 30.9994  0.239
H: 7.9494 -16.2423 32.3766  0.301
H: 7.4462 -16.0275 30.6772  0.326
H: 4.1196 -19.6683 29.8941  0.262
H: 5.5045 -18.9675 29.3981  0.248
C: 16.6106 -16.3341 28.3410  -1.550
C: 15.4445 -17.2788 28.1664  0.676
C: 15.0496 -17.9367 29.5268  -0.763
O: 13.9987 -18.9384 29.4865  -0.278
C: 14.4074 -20.2609 29.3002  -0.713
N: 14.4345 -16.5291 27.5871  -0.609
H: 16.4490 -15.4976 29.0209  0.360
H: 17.0001 -15.8320 27.4554  0.395
H: 17.4242 -16.9842 28.6628  0.375
H: 15.7192 -18.0653 27.4636  0.189
H: 14.6608 -17.1307 30.1492  0.249
H: 15.8816 -18.4317 30.0274  0.377
H: 15.0742 -20.5660 30.1066  0.287
H: 14.8775 -20.3429 28.3202  0.286
H: 13.5788 -20.9689 29.2860  0.250
H: 13.5678 -16.9854 27.8333  0.191
H: 14.3890 -15.6083 27.9998  0.278
C: 13.7046 -14.0559 35.2882  -1.337
C: 12.8561 -12.7764 34.8948  0.405
C: 11.8375 -12.2207 35.9431  -0.733
O: 12.5350 -11.9253 37.1273  -0.326
C: 11.8141 -11.2893 38.2563  -0.727
N: 13.7567 -11.7249 34.7583  -0.792
H: 14.1659 -13.8865 36.2611  0.258
H: 14.4645 -14.0679 34.5068  0.370
H: 13.1315 -14.9829 35.2749  0.346
H: 12.2733 -12.8860 33.9802  0.398
H: 11.1358 -13.0106 36.2111  0.353
H: 11.2168 -11.4138 35.5538  0.433
H: 12.5856 -10.9099 38.9262  0.226
H: 11.1781 -11.9608 38.8332  0.255
H: 11.1877 -10.5253 37.7959  0.307
H: 13.9740 -11.4864 35.7154  0.330
H: 13.2594 -10.9359 34.3708  0.233
C: 9.6561 -18.2681 25.1899  -1.436
C: 9.1213 -17.8138 26.4232  0.817
C: 7.7377 -17.1297 26.2491  -0.975
O: 7.4829 -16.5410 24.9754  -0.374
C: 7.9172 -15.1772 24.8327  -0.810
N: 9.0233 -18.9579 27.3123  -0.784
H: 9.7119 -17.4111 24.5187  0.333
H: 8.9507 -18.9089 24.6607  0.330
H: 10.6708 -18.6658 25.2003  0.393
H: 9.7544 -17.1185 26.9745  0.208
H: 7.3813 -16.5373 27.0918  0.512
H: 7.0044 -17.9189 26.0834  0.323
H: 7.6497 -14.8400 23.8313  0.294
H: 8.9795 -15.0008 25.0017  0.313
H: 7.6024 -14.3716 25.4960  0.328
H: 9.9712 -19.2004 27.5629  0.282
H: 8.7276 -18.4439 28.1299  0.241
C: 10.6937 -11.0970 29.0837  -1.271
C: 12.0065 -10.4179 28.7598  0.217
C: 12.0020 -8.9624 29.3487  -0.802
O: 11.6983 -9.1017 30.7469  -0.186
C: 11.7728 -7.8674 31.4160  -0.844
N: 12.9457 -11.2811 29.3792  -0.601
H: 10.5322 -11.8844 28.3475  0.344
H: 9.8414 -10.4178 29.0699  0.319
H: 10.6089 -11.5063 30.0904  0.272
H: 12.0101 -10.4511 27.6703  0.360
H: 11.1963 -8.4082 28.8671  0.430
H: 12.9887 -8.5652 29.1103  0.383
H: 12.7827 -7.4574 31.4169  0.343
H: 11.5341 -8.0951 32.4549  0.227
H: 11.1758 -7.0566 30.9985  0.311
H: 13.8379 -10.8309 29.5255  0.256
H: 12.6133 -11.4632 30.3154  0.244
C: 20.3792 -26.1909 37.5934  -1.281
C: 19.7316 -27.4399 37.1481  0.484
C: 18.2032 -27.2396 36.7796  -0.799
O: 17.9932 -26.2128 35.7819  -0.292
C: 16.7086 -26.1882 35.0966  -0.732
N: 20.4277 -27.9932 35.9825  -0.758
H: 20.1192 -25.5112 36.7819  0.275
H: 21.4645 -26.1477 37.6856  0.349
H: 19.9290 -25.8084 38.5094  0.324
H: 19.6582 -28.1218 37.9954  0.260
H: 17.6221 -27.0795 37.6878  0.380
H: 17.8480 -28.1570 36.3100  0.442
H: 16.1173 -25.4932 35.6928  0.303
H: 16.2220 -27.1612 35.1639  0.311
H: 16.7247 -25.7083 34.1180  0.189
H: 20.3212 -27.3821 35.1855  0.259
H: 21.3925 -27.7416 36.1437  0.284
C: 8.2519 -23.8985 38.3323  -1.626
C: 9.4610 -23.0243 38.0061  0.485
C: 9.2761 -22.1231 36.7443  -0.804
O: 10.5816 -21.7125 36.1565  -0.328
C: 10.4448 -20.8883 35.0223  -0.705
N: 9.7119 -22.3129 39.1893  -0.673
H: 8.5758 -24.5091 39.1751  0.425
H: 8.0482 -24.6731 37.5930  0.424
H: 7.3757 -23.2934 38.5653  0.406
H: 10.2542 -23.7488 37.8213  0.243
H: 8.7942 -21.1737 36.9779  0.359
H: 8.6619 -22.7133 36.0642  0.359
H: 10.0369 -21.3949 34.1476  0.270
H: 11.3840 -20.3498 34.8961  0.290
H: 9.7886 -20.0810 35.3475  0.302
H: 8.7678 -22.2710 39.5458  0.279
H: 9.8429 -21.3652 38.8656  0.297
C: 15.2966 -14.4265 20.6601  -1.398
C: 15.8370 -15.8600 20.8561  0.621
C: 16.5590 -16.4852 19.6279  -0.599
O: 15.7759 -16.6651 18.4099  -0.349
C: 16.4785 -17.3126 17.4048  -0.748
N: 16.7769 -15.8249 22.0490  -0.739
H: 14.6973 -13.9880 21.4579  0.353
H: 14.6758 -14.3932 19.7648  0.339
H: 16.0685 -13.7077 20.3849  0.339
H: 14.9726 -16.4902 21.0652  0.229
H: 17.0823 -17.4015 19.9014  0.282
H: 17.3901 -15.8285 19.3709  0.304
H: 15.9958 -17.3312 16.4276  0.279
H: 16.4996 -18.3636 17.6929  0.304
H: 17.4334 -16.9041 17.0742  0.296
H: 16.9905 -16.8119 22.0651  0.204
H: 16.2306 -15.7374 22.8939  0.289

From most stable to least stable, the computed energies give A, B.